# 1
The following is a DFT calculation (the ωB97M-V functional and the def2-TZVPD basis) of a molecular structure, C26H50MnNP3Se in a non-equilibrium geometry.

Its net charge is +3. As for the spin multiplicity: 5. Its HOMO energy (alpha / beta) is -15.139 / -15.754 eV. The value obtained for the total energy is -153765.49728 eV. As for the energy above the lowest of the compared OMol25 structures with the same formula, charge and spin: 317.18 kJ/mol. The calculation puts the orbital gap (alpha / beta) at 6.541 / 7.161 eV. The calculation puts the molar mass at 603.51 g/mol. The calculation puts the LUMO energy (alpha / beta) at -8.60 / -8.59 eV.

Structure (XYZ):
```
82
C26H50MnNP3Se, DFT the ωB97M-V functional and the def2-TZVPD basis
C -2.899 -1.120 2.982
C 2.343 -2.350 -1.383
H -1.945 -3.069 2.963
H 2.995 0.435 -2.414
C 2.728 2.764 -0.268
H 0.437 -2.233 -3.703
H -1.204 -4.438 0.793
C 1.766 2.035 2.348
H -6.156 0.718 0.202
H 4.476 1.070 1.174
H -1.610 5.306 -2.144
H 3.233 -2.870 1.804
C 2.851 -2.728 2.824
C -4.759 2.375 0.259
C 0.595 -5.230 -0.059
H -5.470 3.066 0.707
H -2.199 -0.109 -1.301
H 1.122 -5.457 0.880
C 2.076 0.059 -2.882
C -2.017 4.471 -2.739
P 2.129 1.326 0.702
C 3.671 0.368 0.906
C -3.437 2.790 0.024
C -2.905 0.607 -0.858
C -1.848 -2.005 2.709
H 2.362 -0.528 -3.766
H 1.857 -3.277 -1.059
C 1.242 -1.514 4.217
H 2.136 -1.221 4.777
H 1.483 0.923 -3.213
H -1.154 -4.525 -1.058
H -3.492 0.960 3.125
Mn 0.143 0.269 -0.109
H 3.943 -0.128 -0.035
P 1.132 -1.025 -1.727
H 1.060 -2.482 0.874
H -0.706 1.030 -3.997
H 3.084 -2.040 -0.635
H 1.438 3.950 -2.702
C -2.710 0.255 2.823
H 3.677 3.109 0.166
H -3.121 3.801 0.277
Se -0.488 2.618 -0.617
P -0.821 3.135 -2.845
H -2.209 4.817 -3.769
C -1.489 1.756 -3.754
C -1.528 0.726 2.245
H -2.964 4.129 -2.290
C -2.506 1.896 -0.502
H 2.554 -3.694 3.257
H -3.849 -1.505 3.357
C -0.634 -4.688 -0.106
H 1.112 -5.577 -0.964
H 0.533 4.586 -4.110
H -1.904 2.154 -4.689
H 0.404 -2.279 0.287
H -0.842 -1.099 -3.171
H 1.912 -0.932 2.351
C 0.523 -2.405 1.958
C -0.084 -1.818 -2.829
H 0.807 -2.410 4.669
H -1.358 1.807 2.179
C -4.222 0.186 -0.608
H 1.172 2.921 -4.150
C -0.608 -0.175 1.705
H -4.528 -0.840 -0.830
C -5.149 1.065 -0.039
C 0.737 3.693 -3.505
H 2.897 2.490 -1.318
H 0.947 1.493 2.839
H 0.528 -0.688 4.227
N 1.655 -1.832 2.813
H -2.290 1.261 -3.197
H 3.626 -2.267 3.454
H 0.390 -3.440 2.290
H 2.664 1.991 2.979
H 1.454 3.082 2.231
H 2.005 3.591 -0.236
H -0.581 -2.632 -2.286
H 2.867 -2.542 -2.330
H 3.592 -0.392 1.696
C -0.673 -1.520 2.121
```

Löwdin atomic charge list, values in e, 6 entries: number 1, C, carries -0.034; number 2, C, carries -0.235; number 3, H, carries 0.130; number 4, H, carries 0.042; number 5, C, carries -0.270; number 6, H, carries 0.071

=====

# 2
The following is a DFT calculation (the ωB97M-V functional and the def2-TZVPD basis) of a molecular structure, C26H50P2PdSi in a non-equilibrium geometry.

Its net charge is +2. As for the spin multiplicity: 5. Its HOMO energy (alpha / beta) is -11.411 / -11.308 eV. The value obtained for the total energy is -57685.65321 eV. As for the energy above the lowest of the compared OMol25 structures with the same formula, charge and spin: 281.14 kJ/mol. The calculation puts the orbital gap (alpha / beta) at 5.934 / 1.587 eV. The calculation puts the molar mass at 559.14 g/mol. The calculation puts the LUMO energy (alpha / beta) at -5.48 / -9.72 eV.

Structure (XYZ):
```
80
C26H50P2PdSi, DFT the ωB97M-V functional and the def2-TZVPD basis
H 1.551 2.506 -3.271
C 0.910 2.137 -2.461
H -5.087 0.992 -3.560
H -3.572 0.532 -4.377
H 1.120 -4.468 1.154
C -1.111 -1.327 -1.380
C -1.958 3.928 0.713
C 2.908 1.755 -0.825
H 3.547 -2.746 3.073
C -1.427 -0.888 4.552
C 1.046 -0.047 -0.916
H 0.708 2.998 -1.800
H -0.015 -3.556 0.144
C -1.903 -0.258 -2.115
H -5.034 -2.622 -3.044
H -3.687 -3.043 -1.953
H -2.270 3.936 -0.340
H 3.586 -1.014 2.703
H -2.197 1.879 -1.830
C -1.386 1.139 -1.928
H 2.771 2.848 -0.835
H -3.338 -2.582 -3.660
H 4.788 2.046 -3.696
H -3.810 1.811 1.972
C -1.958 -2.650 1.992
H 5.890 3.031 -2.693
H -5.008 -0.558 -4.438
H 1.747 -1.007 5.717
Si -1.473 2.189 1.280
C 0.396 -1.166 -1.703
H -3.423 0.763 0.581
H -2.392 -0.729 4.054
H -0.185 0.770 -3.740
H -2.797 4.287 1.328
C 1.744 1.076 -1.654
H 0.330 1.468 2.859
C 1.674 -0.412 4.794
H 1.718 -3.133 0.169
C 0.627 -2.518 1.901
H 1.126 0.508 5.037
H -1.119 0.053 5.021
C -4.435 0.149 -3.823
H 5.562 -0.691 -1.784
C 4.687 -0.144 -2.162
H 1.632 -0.422 -0.065
C -0.402 -1.377 3.608
C 1.634 -1.867 2.664
C 0.870 -3.458 0.787
H 4.150 3.412 -2.702
H 0.925 -2.095 -1.446
H -0.893 2.383 -3.619
H 0.100 3.238 2.871
H 2.692 -0.142 4.495
H 2.861 1.415 0.223
H 0.527 -1.025 -2.786
H -1.110 4.616 0.839
H -2.416 -1.930 1.294
C 0.998 -1.169 3.720
C -3.038 1.161 1.531
H -1.050 2.183 3.735
C 3.094 -1.961 2.446
C -0.420 2.270 2.841
H 4.799 -0.017 -3.245
C -0.636 -2.197 2.473
C 4.881 2.598 -2.753
H -1.439 -2.340 -1.655
H -1.597 -1.614 5.364
H -1.883 -3.613 1.471
Pd -0.209 1.259 -0.345
H -2.657 -2.771 2.830
H 3.327 -2.200 1.400
P 4.717 1.481 -1.289
H 2.258 0.534 -2.465
H -2.854 0.326 2.217
H -1.270 -1.228 -0.293
H 3.795 -0.735 -1.933
P -3.966 -0.652 -2.241
H -1.888 -0.499 -3.196
C -3.986 -2.400 -2.791
C -0.396 1.590 -3.039
```

Löwdin atomic charge list, values in e, 6 entries: number 1, H, carries 0.120; number 2, C, carries -0.190; number 3, H, carries 0.054; number 4, H, carries 0.062; number 5, H, carries 0.115; number 6, C, carries -0.211

=====

# 3
The following is a DFT calculation (the ωB97M-V functional and the def2-TZVPD basis) of 3 unconnected molecules or ions with the total composition C26H51F2I2N3OS2 in a non-equilibrium geometry.

The SMILES is CCSC[C@@H](NN=C=S)[C@](CN)(C[C@H](C)F)O[C@@H](F)/C(I)=C(/C)I.CCCCCC.CCCCCC. Its HOMO energy is -8.461 eV. The value obtained for the total energy is -77602.88087 eV. The calculation puts the orbital gap at 7.718 eV. The calculation puts the molar mass at 777.65 g/mol. The calculation puts the LUMO energy at -0.74 eV.

Structure (XYZ):
```
87
C26H51F2I2N3OS2, DFT the ωB97M-V functional and the def2-TZVPD basis
H -4.312 -6.055 4.148
H 2.553 7.421 -1.133
C 3.468 5.088 -4.384
H 4.646 3.312 -4.103
C 1.060 5.065 -5.462
H 3.595 5.894 -5.223
H -1.762 -5.852 4.531
H 8.938 5.021 -4.200
H 1.066 -1.418 -0.709
C 1.000 0.501 -2.109
H -5.227 -5.641 8.315
C 7.314 4.881 -2.468
H -1.288 -3.045 -0.153
H -5.826 -8.295 6.907
C -1.243 -4.590 1.347
H -3.059 -3.490 3.228
H -4.553 -4.394 1.410
H -0.376 3.615 -3.428
H -0.204 -0.130 -0.174
N -0.371 5.515 -5.256
C -1.979 -3.491 0.576
H -3.143 -8.053 6.162
H 1.621 0.192 0.176
H 8.288 3.253 -3.800
H -5.185 -7.387 4.874
H -3.854 -1.933 3.096
O 1.838 3.345 -3.635
H 2.121 7.534 -4.078
H -0.963 4.754 -5.691
I -0.497 2.908 -0.422
H -2.906 -8.065 4.426
H 1.856 5.453 -1.806
C -4.971 -6.408 7.574
C 1.396 7.351 -3.178
H -1.923 -5.089 2.046
H -5.771 -5.260 5.938
H -0.919 -5.356 0.634
H -5.476 -3.749 2.770
C 1.870 8.146 -1.786
H 1.592 5.934 -6.080
H 1.054 4.128 -6.181
H -1.968 -5.823 6.293
H -1.747 -1.809 1.914
H 6.700 4.038 -1.898
C 0.484 2.789 -3.562
C -6.053 -7.476 7.595
H 2.563 9.038 -2.107
I 1.996 -0.535 -3.792
S 6.145 5.743 -3.669
H -0.960 -7.064 5.543
F 0.039 7.934 -3.496
C -4.817 -5.729 6.210
S 3.472 1.345 -7.499
C 1.866 4.759 -4.028
N 4.054 3.759 -4.837
C 4.243 2.714 -6.762
H 4.054 6.640 -2.668
C 4.338 5.566 -3.075
H 0.140 5.546 -2.581
H 0.693 -3.618 1.407
H -0.567 6.449 -5.681
H 0.942 8.460 -1.140
N 4.684 3.847 -6.067
C -2.562 -2.365 1.437
C -0.021 -4.080 2.095
H -5.326 -2.802 1.280
H 4.272 4.834 -2.151
H -4.096 -4.909 6.305
H -7.024 -7.053 7.320
C 0.878 -0.256 -0.624
C -3.548 -2.815 2.519
C -3.075 -7.404 5.283
C -4.794 -3.479 1.957
C 1.293 5.755 -2.814
C 0.428 1.887 -2.183
C -4.392 -6.655 5.064
C -1.876 -6.478 5.421
H 0.483 -4.910 2.601
H -6.141 -7.903 8.599
H 7.695 5.723 -1.718
H -0.291 -3.343 2.858
C 8.587 4.305 -3.331
H -2.779 -3.951 -0.014
H -4.019 -6.841 7.897
H -3.065 -1.649 0.774
F 0.113 2.086 -4.805
H 9.489 4.122 -2.571
```

Löwdin atomic charge list, values in e, 6 entries: number 1, H, carries 0.097; number 2, H, carries 0.078; number 3, C, carries -0.265; number 4, H, carries 0.127; number 5, C, carries -0.175; number 6, H, carries 0.144

=====

# 4
The following is a DFT calculation (the ωB97M-V functional and the def2-TZVPD basis) of 7 unconnected molecules or ions with the total composition C26H51F8N2O9.

Its net charge is +1. Its HOMO energy is -11.862 eV. The value obtained for the total energy is -70927.59632 eV. The calculation puts the orbital gap at 8.783 eV. The calculation puts the molar mass at 687.68 g/mol. The calculation puts the LUMO energy at -3.08 eV.

Structure (XYZ):
```
96
C26H51F8N2O9, DFT the ωB97M-V functional and the def2-TZVPD basis
H -6.929 2.020 2.407
H 2.292 9.409 -1.555
F -4.682 -3.074 -0.849
H -4.431 1.356 3.516
C -5.484 1.119 3.362
F -1.728 -4.526 -0.433
H 1.318 9.700 -0.104
N 3.492 1.138 0.661
H -0.140 -7.290 0.551
F 3.317 -5.286 -1.316
F 4.701 -4.333 -2.690
C 1.649 -1.702 -1.063
H 4.810 -2.425 -0.881
H 1.803 10.668 4.187
H -5.971 1.129 4.342
H 0.167 0.618 -1.243
H 0.568 3.327 2.314
H 3.933 -0.809 0.283
H 0.616 -6.751 -0.954
C -3.600 -3.057 -0.069
H -1.912 -5.904 -3.589
C 1.090 0.735 -0.689
C 1.994 -0.314 -0.553
H 2.782 9.606 3.163
H -0.449 -1.049 0.390
H 0.149 8.829 4.524
N -0.452 -2.059 0.205
H 4.189 -2.993 1.103
H 2.289 -3.370 -2.187
H -2.198 -7.166 -5.518
C 1.311 9.261 -1.102
H 1.433 4.768 2.871
H 0.079 -9.181 -1.083
F -2.699 -3.666 -2.187
C 4.350 -4.415 -1.396
C 0.933 -8.833 -0.501
H 1.828 -8.941 -1.118
H -3.160 -5.343 -6.929
O -5.988 2.166 2.544
F -3.753 -3.917 0.933
O 0.492 4.901 1.045
C 0.860 8.790 3.692
C -1.274 -2.286 -1.057
F -3.478 -1.808 0.438
C -2.770 -5.127 -5.934
C -0.289 -2.518 -2.204
H -5.134 -0.252 1.739
H -2.317 -4.134 -5.948
H -0.820 -2.390 -3.144
H 2.858 3.102 0.928
H 0.984 -3.580 -0.067
H 1.046 -9.476 0.372
H -1.611 4.459 2.692
O 1.194 7.431 3.400
C 3.187 -0.037 0.141
H 2.600 9.256 4.884
C -1.751 -6.168 -5.513
H 0.352 9.158 2.802
C 3.923 -3.061 -0.841
C -5.630 -0.245 2.710
H -6.682 -0.489 2.547
O 1.829 -6.914 0.724
H 0.447 5.865 1.087
H 2.633 -6.982 0.200
C 2.082 9.632 3.999
C 2.610 2.129 0.521
H -3.613 -5.107 -5.240
C 0.519 4.416 2.378
H 1.449 -2.295 1.024
H -1.804 -1.357 -1.261
C 0.966 7.786 -1.028
H -0.664 4.442 4.191
C -0.704 4.831 3.172
H -5.197 -1.027 3.336
H -0.694 -2.320 2.098
H -0.973 7.995 -0.924
C 0.967 -2.501 0.075
O -0.296 7.553 -0.403
H 0.978 7.339 -2.027
C -2.311 -3.411 -0.917
O -1.192 -5.891 -4.227
H 1.697 7.254 -0.419
H -0.766 5.916 3.218
H 0.715 2.799 -0.205
H 0.577 9.801 -1.703
H 1.636 7.064 4.172
F 5.380 -4.920 -0.709
C 0.749 -7.392 -0.071
C 2.779 -2.516 -1.713
O 3.510 -3.292 0.491
O 0.678 -1.499 -2.107
H 0.135 -3.526 -2.201
C 1.401 1.963 -0.124
H 3.185 -1.914 -2.526
O -1.057 -2.718 1.290
H -0.906 -6.179 -6.200
```

Löwdin atomic charge list, values in e, 6 entries: number 1, H, carries 0.083; number 2, H, carries 0.077; number 3, F, carries 0.191; number 4, H, carries 0.107; number 5, C, carries -0.328; number 6, F, carries 0.151

=====

# 5
The following is a DFT calculation (the ωB97M-V functional and the def2-TZVPD basis) of 3 unconnected molecules or ions with the total composition C26H51N2OP.

The SMILES is C=CCPCOc1cc(C)ccc1C(C)C.CCN(CC)CC.CCN(CC)CC. Its HOMO energy is -8.094 eV. The value obtained for the total energy is -42103.91102 eV. The calculation puts the orbital gap at 8.898 eV. The calculation puts the molar mass at 438.68 g/mol. The calculation puts the LUMO energy at 0.80 eV.

Structure (XYZ):
```
81
C26H51N2OP, DFT the ωB97M-V functional and the def2-TZVPD basis
H 2.405 4.086 -2.211
H -0.749 -1.459 -0.375
H -3.970 -8.824 -0.383
H 0.717 3.059 -0.247
H -3.852 -6.759 0.989
H -5.232 -7.699 -0.862
H 3.554 -1.057 -4.689
H -4.700 -3.999 -1.478
H -1.564 -4.932 -0.185
C -1.770 5.292 5.099
P 4.897 -0.708 -2.660
C 1.031 2.424 -2.305
H -2.769 3.853 3.244
C 8.069 1.649 -1.970
H -1.327 5.335 6.097
C -5.830 -4.841 0.159
H 0.755 3.327 4.127
H 8.262 2.210 -2.878
H -5.615 -3.994 0.809
H 0.625 5.237 2.371
H 0.732 -3.615 -0.470
C 0.833 -1.910 -1.750
C 0.371 4.327 4.344
O 2.675 0.567 -3.735
C 1.814 0.024 -2.822
N -3.491 -5.465 -0.673
H -0.130 2.761 2.140
H -1.754 2.427 1.560
H 0.540 2.660 -3.258
H 2.106 5.091 3.309
C 6.484 0.106 -3.150
H 4.396 0.485 -4.748
C 0.770 -3.401 -1.541
H -1.579 4.773 2.338
H -3.640 -3.407 1.462
H -2.130 6.701 3.465
H -0.844 7.205 4.569
N -1.080 4.257 4.350
H -2.799 4.950 5.244
H 2.942 2.817 -3.294
H -5.251 -5.624 -1.750
H -6.830 -4.691 -0.251
H 6.339 0.904 -3.881
C 3.825 -0.177 -4.095
C 0.051 0.316 -1.268
H -2.563 -3.615 -0.742
C 7.219 0.630 -1.941
H -0.633 0.935 -0.703
H -1.254 1.839 3.151
H -3.782 -7.871 -1.862
H -0.808 2.878 -1.169
H 0.262 4.236 -1.466
C -3.443 -6.768 -0.034
H 1.663 -3.892 -1.931
H -2.912 -4.919 2.018
H 0.694 4.542 5.366
H 0.942 6.347 3.705
H 3.077 2.569 -1.558
C -2.567 -4.503 -0.102
H -0.112 -3.840 -2.008
C 1.039 5.313 3.378
H 7.033 0.138 -0.987
H 7.104 -0.664 -3.622
C -2.779 -4.066 1.352
C -1.171 2.671 2.450
H -1.903 -3.513 1.699
C -0.022 -1.053 -1.069
C 1.743 -1.349 -2.638
C -1.811 6.707 4.508
H -2.388 -7.038 0.062
C -4.152 -7.848 -0.836
C 2.453 3.004 -2.341
H 4.475 0.266 -1.734
C 0.975 0.908 -2.125
H 8.597 1.957 -1.075
C -4.820 -4.969 -0.989
H -5.860 -5.741 0.774
H -2.525 7.315 5.067
C 0.239 3.171 -1.224
C -1.695 3.957 3.070
H 2.398 -2.013 -3.190
```

Löwdin atomic charge list, values in e, 6 entries: number 1, H, carries 0.074; number 2, H, carries 0.104; number 3, H, carries 0.072; number 4, H, carries 0.080; number 5, H, carries 0.102; number 6, H, carries 0.064